104
Properties=species:S:1:pos:R:3 method="wB97M-V/def2-TZVPD" e_homo_ev="-10.22 / -10.74" total_charge=+1 multiplicity=5
Ru 0.11 0.13 -0.61
O -1.80 0.37 -0.75
C -2.54 0.84 -1.75
C -3.92 0.94 -1.52
C -4.76 1.40 -2.51
C -4.27 1.79 -3.75
C -2.91 1.71 -3.98
C -2.02 1.24 -3.00
C -0.62 1.23 -3.34
N 0.30 0.76 -2.57
N 1.62 0.92 -3.01
C 2.44 0.57 -2.06
O 2.06 0.08 -0.91
C 3.89 0.80 -2.23
C 4.80 -0.08 -1.64
C 6.16 0.13 -1.78
C 6.61 1.24 -2.49
C 5.71 2.12 -3.06
C 4.35 1.90 -2.94
H -4.30 0.63 -0.55
H -5.82 1.46 -2.31
H -4.94 2.15 -4.51
H -2.51 2.02 -4.94
H -0.30 1.65 -4.29
H 4.43 -0.93 -1.08
H 6.86 -0.55 -1.33
H 7.67 1.41 -2.60
H 6.07 2.98 -3.61
H 3.64 2.57 -3.39
C 2.35 -6.35 -1.69
C 2.21 -5.39 -2.68
C 1.41 -4.28 -2.46
C 0.74 -4.12 -1.24
C 0.90 -5.08 -0.24
C 1.71 -6.19 -0.47
As -0.37 -2.56 -0.91
C -1.37 -3.13 0.64
C -2.38 -4.09 0.56
C -2.97 -4.58 1.71
C -2.55 -4.13 2.95
C -1.52 -3.20 3.04
C -0.94 -2.69 1.88
C -1.68 -2.43 -2.34
C -1.22 -2.22 -3.64
C -2.11 -2.00 -4.68
C -3.47 -1.97 -4.42
C -3.93 -2.14 -3.13
C -3.04 -2.36 -2.09
H 2.97 -7.22 -1.86
H 2.72 -5.50 -3.62
H 1.33 -3.54 -3.23
H 0.41 -4.98 0.71
H 1.82 -6.93 0.31
H -2.68 -4.50 -0.41
H -3.75 -5.32 1.64
H -3.00 -4.52 3.85
H -1.18 -2.86 4.01
H -0.15 -1.95 1.96
H -0.16 -2.20 -3.86
H -1.74 -1.84 -5.68
H -4.17 -1.80 -5.23
H -4.99 -2.09 -2.92
H -3.42 -2.44 -1.07
C -2.54 1.28 2.30
C -1.36 1.67 3.20
C -1.72 2.92 4.01
C -1.18 0.50 4.18
P 0.20 1.85 2.18
N 0.24 0.61 1.14
C 0.22 3.48 1.25
C 0.52 4.69 2.16
C 1.26 3.48 0.12
C -1.15 3.69 0.60
C 1.73 1.65 3.23
C 1.72 2.49 4.51
C 2.94 2.07 2.38
C 1.94 0.18 3.60
H -3.37 1.02 2.95
H -2.30 0.42 1.68
H -2.87 2.09 1.65
H -2.55 2.66 4.67
H -2.04 3.74 3.39
H -0.90 3.26 4.65
H -2.15 0.29 4.63
H -0.49 0.72 4.99
H -0.85 -0.41 3.66
H 1.55 4.69 2.50
H -0.14 4.75 3.03
H 0.36 5.59 1.57
H 2.27 3.70 0.47
H 0.98 4.25 -0.59
H 1.30 2.53 -0.43
H -1.94 3.89 1.32
H -1.46 2.85 -0.02
H -1.08 4.57 -0.05
H 1.62 3.56 4.32
H 2.68 2.34 5.02
H 0.94 2.19 5.21
H 2.99 3.15 2.23
H 2.96 1.57 1.41
H 3.84 1.78 2.92
H 1.32 -0.14 4.43
H 2.98 0.06 3.91
H 1.77 -0.48 2.75


21
Properties=species:S:1:pos:R:3 method="wB97M-V/def2-TZVPD" e_homo_ev=-2.38 total_charge=-1
N 2.56 -0.69 -1.45
C 2.16 0.68 -1.12
C 1.54 0.80 0.29
N 0.24 0.16 0.28
C -0.66 0.27 1.47
C -1.58 -1.03 1.54
O -2.48 -0.93 2.50
H 1.78 -1.33 -1.50
H 3.26 -0.98 -0.77
H 3.04 1.30 -1.28
H 1.40 1.01 -1.84
H 1.38 1.81 0.68
H 2.31 0.33 0.92
H 0.34 -0.80 -0.03
H -1.44 0.98 1.14
H -0.13 0.66 2.34
H -1.98 -1.06 0.46
H -0.93 -1.96 1.51
H -2.40 1.35 -2.64
H -1.17 0.87 -1.98
O -1.79 0.63 -2.67


31
Properties=species:S:1:pos:R:3 method="wB97M-V/def2-TZVPD" e_homo_ev="-8.38 / -8.38" total_charge=0
C -1.35 -3.85 0.27
C 0.16 -4.40 -1.58
C 0.45 -2.37 -0.28
C -1.59 -2.62 -1.84
C -0.63 4.19 -0.03
C 1.93 2.44 -0.16
C 1.15 3.93 2.53
C -0.58 -3.27 -0.92
N -2.02 -4.07 1.15
N -1.31 0.96 1.36
N -0.19 1.40 1.13
Si 0.47 2.99 0.94
P -2.50 0.31 1.95
H 0.70 -5.08 -0.87
H -0.61 -4.85 -2.24
H 0.95 -4.08 -2.27
H 0.00 -1.58 0.26
H 1.13 -1.96 -1.04
H 1.09 -3.03 0.46
H -2.32 -3.45 -2.01
H -1.16 -2.41 -2.86
H -2.13 -1.74 -1.41
H -1.18 3.60 -0.66
H -1.24 4.61 0.80
H -0.04 4.96 -0.40
H 2.74 3.24 -0.09
H 2.43 1.62 0.38
H 1.72 2.09 -1.17
H 2.20 3.73 2.70
H 1.17 5.04 2.49
H 0.56 3.67 3.41


10
Properties=species:S:1:pos:R:3 method="wB97M-V/def2-TZVPD" smiles=c1cocn1.I e_homo_ev=-9.29 total_charge=0
C -0.34 -1.02 0.07
C -1.61 -0.60 -0.17
O -1.66 0.82 -0.20
C -0.38 1.12 0.02
N 0.42 0.11 0.25
H 0.15 -1.98 0.16
H -2.50 -1.10 -0.38
H -0.03 2.21 0.15
I 3.75 0.02 0.06
H 2.20 0.42 0.03


49
Properties=species:S:1:pos:R:3 method="wB97M-V/def2-TZVPD" smiles="COC(=O)c1cc(CSc2nnc(-c3ccccc3)c(-c3ccccc3)n2)oc1C" e_homo_ev=-8.23 total_charge=0
C -3.47 -0.93 3.89
O -3.31 -0.15 2.71
C -3.25 -0.84 1.56
O -3.33 -2.05 1.50
C -3.08 0.04 0.41
C -2.92 1.46 0.41
C -2.73 1.81 -0.89
C -2.47 3.11 -1.55
S -1.39 4.19 -0.53
C -0.09 3.09 -0.17
N 0.77 3.46 0.77
N 1.82 2.72 0.93
C 1.98 1.57 0.29
C 3.26 0.88 0.46
C 3.95 1.01 1.66
C 5.17 0.37 1.83
C 5.71 -0.38 0.80
C 5.03 -0.49 -0.41
C 3.81 0.14 -0.58
C 0.90 1.08 -0.49
C 0.76 -0.31 -0.93
C 1.10 -1.36 -0.09
C 0.94 -2.66 -0.52
C 0.46 -2.93 -1.79
C 0.11 -1.88 -2.63
C 0.25 -0.57 -2.20
N -0.09 1.91 -0.78
O -2.78 0.71 -1.69
C -2.99 -0.36 -0.91
C -3.13 -1.70 -1.52
H -2.65 -1.64 3.99
H -3.48 -0.23 4.72
H -4.41 -1.48 3.85
H -2.92 2.10 1.26
H -1.99 2.95 -2.52
H -3.37 3.70 -1.69
H 3.52 1.60 2.45
H 5.70 0.46 2.76
H 6.66 -0.88 0.93
H 5.46 -1.06 -1.22
H 3.30 0.07 -1.53
H 1.47 -1.16 0.90
H 1.19 -3.48 0.14
H 0.34 -3.95 -2.12
H -0.26 -2.08 -3.62
H -0.03 0.25 -2.84
H -4.17 -2.01 -1.52
H -2.76 -1.67 -2.55
H -2.57 -2.43 -0.94


22
Properties=species:S:1:pos:R:3 method="wB97M-V/def2-TZVPD" smiles="C=C[C@](O)(I)[Si](C)(C)C" e_homo_ev=-8.59 total_charge=0
C -0.39 1.60 2.74
C 0.33 1.77 1.67
C 1.12 0.61 1.05
O 1.43 -0.44 1.89
I 3.05 1.59 0.40
Si 0.23 -0.57 -0.73
C 0.45 0.59 -2.37
C 1.22 -2.20 -0.72
C -1.65 -0.39 -0.29
H -1.03 2.38 3.13
H -0.37 0.54 3.17
H 0.44 2.67 0.99
H 1.83 -0.09 2.70
H 1.50 0.43 -2.51
H -0.12 0.30 -3.27
H 0.16 1.72 -2.20
H 1.65 -2.41 -1.65
H 2.08 -1.99 0.11
H 0.68 -3.06 -0.34
H -2.00 0.51 -0.69
H -2.19 -1.20 -0.92
H -1.95 -0.54 0.73


10
Properties=species:S:1:pos:R:3 method="wB97M-V/def2-TZVPD" e_homo_ev="-8.20 / -8.52" total_charge=0
C 0.54 -1.17 1.79
C -0.82 0.73 0.33
N -0.33 -0.12 -1.74
N -0.09 0.77 -0.80
O 0.12 -0.13 -2.89
O 0.95 -2.27 1.76
I -0.14 2.22 1.60
H 0.03 -0.61 2.58
H -0.82 -0.85 -1.36
H 0.57 1.45 -1.27


17
Properties=species:S:1:pos:R:3 method="wB97M-V/def2-TZVPD" smiles=CC1(O)c2ccccc21 e_homo_ev=-9.27 total_charge=0
C 0.77 1.43 -2.03
C 0.85 0.21 -1.06
O 1.87 -0.66 -1.53
C -0.27 -0.50 -0.43
C -1.49 -0.99 -0.02
C -1.75 -0.84 1.33
C -0.79 -0.38 2.22
C 0.37 0.22 1.76
C 0.59 0.16 0.42
H 0.52 1.03 -2.95
H 1.71 1.92 -1.90
H 0.09 2.23 -1.72
H 2.22 -1.00 -0.71
H -2.19 -1.50 -0.71
H -2.79 -1.22 1.70
H -0.90 -0.49 3.24
H 1.19 0.38 2.39


We obtain F_max values of 0.9 2.2 4.1 2.6 1.2 4.1 3.8 3.4 eV Å⁻¹ for the records listed above, in that order.